Molecular formula: C4H13NOS2
Method: DFT, ωB97M-V/def2-TZVPD

Last columns: bonded neighbours and bond lengths (Å).
CARTESIAN COORDINATES (ANGSTROEM)
1 S 0.607 1.302 2.822  S2 1.947, H8 1.356
2 S -0.255 -0.172 1.887  S1 1.947, C3 1.842
3 C -1.046 0.424 0.333  S2 1.842, C4 1.529, H9 1.086, H10 1.090
4 C -0.137 0.620 -0.880  C3 1.529, C5 1.522, H11 1.091, H12 1.093
5 C 0.817 -0.528 -1.180  C4 1.522, N6 1.428, H13 1.090, H14 1.113
6 N 0.171 -1.802 -1.195  C5 1.428, C7 1.469, H15 1.014
7 C 0.913 -2.815 -1.957  N6 1.469, H16 1.098, H17 1.091, H18 1.087
8 H 1.658 1.742 2.087  S1 1.356
9 H -1.495 1.362 0.646  C3 1.086
10 H -1.763 -0.350 0.056  C3 1.090
11 H 0.274 1.625 -0.774  C4 1.091
12 H -0.849 0.660 -1.708  C4 1.093
13 H 1.387 -0.228 -2.060  C5 1.090
14 H 1.637 -0.476 -0.429  C5 1.113
15 H 0.114 -2.218 -0.272  N6 1.014
16 H 2.000 -2.804 -1.803  C7 1.098
17 H 0.806 -2.678 -3.034  C7 1.091
18 H 0.556 -3.809 -1.698  C7 1.087
19 H -0.705 1.876 -3.326  O21 0.965
20 H -1.138 0.440 -3.727  O21 0.966
21 O -1.417 1.365 -3.731  H19 0.965, H20 0.966

- Multiplicity: 2
- Relative energy (zero: lowest compared OMol25 entry of this formula, charge and spin): 23.13 kcal/mol
- HOMO level (spin up / spin down): -12.95 / -12.83 eV
- Charge: +1



Molecular formula: C4H13NS
Method: DFT, ωB97M-V/def2-TZVPD

Last columns: bonded neighbours and bond lengths (Å).
CARTESIAN COORDINATES (ANGSTROEM)
1 C -0.042 1.299 -1.390  C2 1.534, H4 1.096, H5 1.088, H6 1.089
2 C -0.161 2.617 -2.165  C1 1.534, S3 1.813, H7 1.085, H8 1.086
3 S 0.518 2.400 -3.833  C2 1.813, H9 1.335
4 H 0.956 1.247 -0.940  C1 1.096
5 H -0.800 1.188 -0.618  C1 1.088
6 H -0.125 0.448 -2.066  C1 1.089
7 H -1.195 2.933 -2.257  C2 1.085
8 H 0.365 3.413 -1.646  C2 1.086
9 H 1.055 3.612 -3.984  S3 1.335
10 C 1.172 -1.860 1.852  N11 1.463, H13 1.086, H14 1.088, H15 1.088
11 N -0.131 -1.201 1.948  C10 1.463, C12 1.451, H16 1.010
12 C -1.224 -2.146 2.078  N11 1.451, H17 1.087, H18 1.103, H19 1.089
13 H 1.122 -2.805 2.386  C10 1.086
14 H 1.941 -1.256 2.328  C10 1.088
15 H 1.457 -2.057 0.822  C10 1.088
16 H -0.290 -0.644 1.120  N11 1.010
17 H -2.178 -1.649 1.918  C12 1.087
18 H -1.181 -2.983 1.360  C12 1.103
19 H -1.259 -2.556 3.086  C12 1.089

- Relative energy (zero: lowest compared OMol25 entry of this formula, charge and spin): 14.91 kcal/mol
- Structure (SMILES): CCS.CNC
- HOMO level: -8.80 eV



Which of these has the lowest relative energy (zero: lowest compared OMol25 entry of this formula, charge and spin)? C4H13NS



What is the relative energy (zero: lowest compared OMol25 entry of this formula, charge and spin) in the second record? 14.91 kcal/mol